1.
{
  "formula": "C8H14N3O3S",
  "method": "ωB97M-V/def2-TZVPD",
  "symbols": ["C", "C", "C", "C", "C", "C", "C", "C", "N", "N", "N", "O", "O", "O", "S", "H", "H", "H", "H", "H", "H", "H", "H", "H", "H", "H", "H", "H", "H"],
  "positions_angstrom": [[0.633, -0.430, -0.188], [2.669, 0.196, -0.208], [-2.013, -1.400, -0.873], [-1.937, -1.502, 0.626], [-1.244, -0.401, -0.096], [-1.183, -2.627, 1.281], [-2.317, 1.929, -1.468], [3.982, 0.891, -0.092], [1.444, 0.634, 0.064], [1.301, -1.451, -0.589], [4.215, 1.172, 1.310], [-0.544, 2.084, 0.470], [-2.806, 1.341, 1.083], [2.599, -1.047, -0.594], [-1.749, 1.333, 0.134], [-1.466, -2.130, -1.450], [-2.923, -1.060, -1.345], [-2.792, -1.155, 1.196], [-0.820, -2.317, 2.257], [-0.346, -2.944, 0.665], [-1.853, -3.472, 1.424], [-2.428, 3.004, -1.376], [-1.566, 1.694, -2.213], [-3.271, 1.478, -1.706], [4.743, 0.193, -0.454], [3.971, 1.774, -0.756], [3.697, 1.979, 1.635], [5.198, 1.328, 1.493], [0.968, 1.522, 0.363]],
  "atomic_forces_ev_per_a": [[-4.7, -0.6, -0.2], [-0.1, 0.5, 0.2], [-0.3, -0.2, 0.0], [-0.2, -0.1, 0.2], [4.6, 1.1, 0.0], [0.0, 0.1, -0.1], [0.3, -0.4, 0.6], [0.1, 0.2, -0.1], [0.7, -0.3, -0.1], [-1.4, -0.6, -0.1], [0.0, 0.0, 0.2], [-0.2, 0.0, -0.2], [-0.5, 0.0, 0.0], [1.1, 0.7, 0.1], [0.3, -0.1, -0.4], [0.2, 0.0, 0.0], [-0.1, 0.1, 0.0], [-0.1, 0.1, -0.2], [0.1, 0.0, 0.1], [0.1, -0.1, 0.0], [0.0, -0.1, 0.0], [0.0, 0.1, 0.2], [0.1, -0.1, -0.1], [-0.1, -0.1, 0.0], [-0.2, 0.1, 0.0], [0.0, -0.3, 0.1], [0.1, 0.0, 0.0], [-0.1, 0.0, 0.0], [0.4, -0.1, -0.1]],
  "charge": 1,
  "smiles": "C[C@@H]1C[C@@]1(c1noc(CN)[nH+]1)S(C)(=O)=O",
  "homo_lumo_gap_ev": 10.3,
  "e_above_lowest_kcal_mol": 5.6
}

2.
{
  "formula": "C8H14N4",
  "method": "ωB97M-V/def2-TZVPD",
  "symbols": ["C", "C", "C", "C", "C", "C", "C", "C", "N", "N", "N", "N", "H", "H", "H", "H", "H", "H", "H", "H", "H", "H", "H", "H", "H", "H"],
  "positions_angstrom": [[-1.261, -0.503, 1.857], [1.720, 2.883, 1.589], [-0.601, 0.098, -1.921], [1.299, -0.153, -0.057], [-0.175, -1.261, -2.399], [-0.702, 1.302, 0.418], [-0.066, 0.291, -0.486], [0.123, -1.043, 0.053], [0.542, 2.554, 1.755], [-0.479, -1.445, 1.273], [-1.436, 0.727, 1.509], [0.073, -2.077, -1.045], [-1.643, -0.991, 2.692], [2.008, 3.726, 2.209], [2.403, 2.469, 0.848], [-0.289, 0.842, -2.614], [-1.755, 0.086, -1.867], [2.102, -0.354, -0.689], [1.513, 0.225, 0.901], [-1.004, -1.872, -2.965], [0.817, -1.267, -3.004], [-1.139, 2.177, 0.007], [-0.305, -2.361, 1.801], [-2.104, 1.342, 1.938], [-0.628, -2.799, -0.760], [0.984, -2.598, -1.044]],
  "atomic_forces_ev_per_a": [[0.8, -2.0, 0.3], [0.1, -0.1, -0.7], [-2.0, -0.2, 0.9], [-0.9, -0.2, 0.4], [0.3, -2.5, -1.2], [1.0, -0.4, 1.1], [-1.1, 1.2, -0.8], [1.1, -2.4, 0.0], [-1.8, -0.8, -0.4], [-0.2, 0.4, 0.1], [0.8, 0.0, -1.8], [0.4, -0.2, 0.6], [-1.6, 0.5, 1.8], [0.6, 0.1, 0.3], [0.1, 0.1, -0.1], [0.2, 0.7, -0.5], [1.7, 0.4, 0.0], [1.2, -0.3, -1.1], [0.7, 0.6, 0.8], [1.8, 1.4, 0.9], [-1.8, -0.2, 1.2], [-0.3, 0.5, -0.3], [-0.1, 2.0, -1.1], [-0.2, 0.0, 0.8], [0.2, 0.7, -0.9], [-0.8, 0.5, -0.3]],
  "charge": 2,
  "homo_lumo_gap_ev": [8.3, 8.2],
  "e_above_lowest_kcal_mol": 84.2
}

3.
{
  "formula": "C8H14NO",
  "method": "ωB97M-V/def2-TZVPD",
  "symbols": ["C", "N", "H", "H", "H", "H", "H", "H", "C", "C", "C", "C", "C", "C", "C", "O", "H", "H", "H", "H", "H", "H", "H", "H"],
  "positions_angstrom": [[-0.363, 2.411, -1.606], [0.481, 1.146, -1.679], [-0.047, 0.502, -1.161], [0.527, 1.000, -2.738], [1.407, 1.243, -1.262], [0.134, 3.205, -2.150], [-0.543, 2.874, -0.615], [-1.380, 2.171, -2.012], [0.041, -2.669, -0.894], [-0.152, 0.339, 2.087], [-1.333, 0.117, 1.453], [1.076, -0.286, 1.873], [-1.329, -0.897, 0.368], [1.065, -1.144, 0.774], [-0.153, -1.473, -0.013], [-0.186, 1.366, 3.081], [0.820, 1.440, 3.416], [-2.139, 0.796, 1.759], [2.046, -0.126, 2.423], [-2.283, -1.128, -0.049], [1.954, -1.716, 0.466], [-0.153, -3.625, -0.233], [0.988, -2.713, -1.416], [-0.480, -2.833, -1.873]],
  "atomic_forces_ev_per_a": [[-1.0, 1.0, 0.3], [-0.1, 3.1, -2.3], [-0.8, -2.4, 0.8], [0.2, -0.6, 2.0], [0.0, 0.0, -0.1], [-0.1, -0.1, -0.5], [0.5, -1.1, -0.1], [1.1, 0.2, 0.1], [-1.0, -2.4, -0.7], [0.5, 2.7, 2.9], [0.3, -1.4, -2.1], [0.7, -1.4, -2.1], [-0.4, 2.5, 2.1], [-0.9, -0.5, -0.6], [2.4, 0.0, 1.4], [3.5, -1.1, -0.1], [-3.6, -0.1, -0.9], [0.0, -0.8, -0.4], [-1.4, 0.0, -0.4], [-0.4, -0.3, -0.5], [-0.3, 0.4, 0.4], [0.7, 1.7, -1.5], [1.1, 0.0, 1.0], [-1.1, 0.6, 1.3]],
  "charge": 1,
  "homo_lumo_gap_ev": 8.6,
  "e_above_lowest_kcal_mol": 38.8
}